Entry 1:
The following is a DFT calculation (wB97M-V/def2-TZVPD) of a cluster of 9 separate species, C16H50O16 in total.

Computed properties:
Molar mass in g/mol: 498.56
SMILES: OCCO.OCCO.OCCO.OCCO.OCCO.OCCO.OCCO.CO.CO
Kohn-Sham gap in eV: 9.69
E in eV: -50156.7857
Largest force on an atom in eV/Å: 2.2
Lowest unoccupied orbital energy in eV: 0.14
HOMO in eV: -9.55
Net charge: 0

Geometry as XYZ:
```
82
C16H50O16 wB97M-V/def2-TZVPD
O 6.112 1.245 1.127
C 5.039 1.179 2.019
C 4.244 -0.158 1.906
O 5.037 -1.296 2.141
H 6.609 2.057 1.252
H 5.412 1.371 3.026
H 4.405 1.998 1.681
H 3.770 -0.361 0.945
H 3.400 -0.224 2.593
H 4.444 -1.978 1.818
O -4.542 0.534 0.603
C -4.048 0.000 1.799
C -3.266 1.049 2.638
O -2.073 1.522 2.054
H -5.290 1.088 0.837
H -4.841 -0.468 2.381
H -3.385 -0.793 1.454
H -3.119 0.766 3.680
H -3.890 1.932 2.779
H -2.330 1.997 1.260
O 3.992 -3.746 1.285
C 2.864 -3.520 0.446
C 3.365 -3.715 -1.054
O 3.953 -5.019 -1.225
H 3.768 -3.940 2.198
H 2.026 -4.165 0.709
H 2.553 -2.488 0.613
H 4.115 -3.001 -1.395
H 2.451 -3.555 -1.626
H 4.729 -5.046 -0.660
O -0.477 3.401 4.013
C 0.473 3.501 3.008
C 1.455 2.349 2.965
O 2.316 2.286 4.056
H -1.200 2.832 3.737
H 0.041 3.518 2.007
H 0.999 4.438 3.189
H 2.096 2.352 2.083
H 0.973 1.372 2.960
H 2.905 3.036 3.940
O -3.896 4.758 -2.378
C -3.739 4.906 -1.016
C -3.466 3.678 -0.242
O -2.059 3.307 -0.411
H -3.014 4.595 -2.719
H -2.886 5.540 -0.773
H -4.622 5.391 -0.600
H -4.237 2.938 -0.457
H -3.526 3.840 0.835
H -1.876 2.695 -1.127
O 2.276 -1.332 -2.766
C 1.739 -1.918 -3.925
C 0.878 -0.908 -4.716
O -0.317 -0.450 -4.056
H 1.556 -0.894 -2.308
H 2.598 -2.364 -4.425
H 1.066 -2.703 -3.580
H 0.596 -1.390 -5.652
H 1.457 -0.006 -4.913
H -1.070 -1.043 -4.099
O -1.202 -5.484 -0.534
C -1.115 -4.096 -0.379
C -2.425 -3.233 -0.242
O -3.141 -3.379 1.001
H -0.583 -5.911 0.063
H -0.494 -3.817 0.472
H -0.515 -3.764 -1.225
H -3.074 -3.249 -1.118
H -2.146 -2.180 -0.244
H -4.007 -3.000 0.836
C -3.054 1.050 -2.753
O -1.799 0.930 -2.095
H -2.937 0.350 -3.581
H -3.959 0.877 -2.171
H -3.235 1.966 -3.315
H -1.083 1.049 -2.723
C 0.603 0.295 -0.047
O 0.231 -0.685 -1.010
H 1.155 1.077 -0.569
H -0.302 0.813 0.272
H 1.177 -0.202 0.735
H -0.643 -0.399 -1.285
```

---

Entry 2:
The following is a DFT calculation (wB97M-V/def2-TZVPD) of a cluster of 9 separate species, C16H50O9 in total.

Computed properties:
Molar mass in g/mol: 386.57
SMILES: CCO.CCO.CCO.CCO.CCO.CCO.CCO.CO.CO
Kohn-Sham gap in eV: 9.61
E in eV: -35825.6724
Largest force on an atom in eV/Å: 4.5
Lowest unoccupied orbital energy in eV: 0.49
HOMO in eV: -9.11
Net charge: 0

Geometry as XYZ:
```
75
C16H50O9 wB97M-V/def2-TZVPD
C -4.633 -21.323 2.216
C -6.004 -20.640 2.137
O -6.972 -21.611 2.260
H -3.891 -20.606 2.363
H -4.396 -21.977 1.325
H -4.451 -21.928 3.063
H -6.135 -20.158 1.199
H -6.086 -19.753 2.732
H -7.011 -22.013 3.147
C -6.905 -24.903 -0.470
C -6.352 -23.797 0.397
O -6.610 -22.561 -0.135
H -7.991 -24.734 -0.726
H -6.946 -25.777 0.142
H -6.243 -25.028 -1.350
H -5.253 -23.959 0.482
H -6.760 -23.875 1.385
H -6.437 -21.912 0.574
C -2.871 -23.350 -0.830
C -2.647 -24.823 -0.852
O -2.614 -25.285 -2.149
H -2.096 -22.669 -1.331
H -2.936 -22.991 0.178
H -3.881 -23.154 -1.214
H -3.497 -25.309 -0.390
H -1.701 -25.100 -0.246
H -2.096 -26.075 -2.298
C -5.030 -24.457 -4.628
C -5.838 -23.313 -3.978
O -7.149 -23.475 -4.437
H -5.382 -25.420 -4.297
H -3.991 -24.297 -4.434
H -5.003 -24.394 -5.712
H -5.531 -22.378 -4.531
H -5.648 -23.201 -2.957
H -7.803 -22.932 -3.963
C -10.069 -23.039 -2.892
C -9.474 -21.818 -2.283
O -8.096 -21.729 -2.352
H -9.648 -23.904 -2.321
H -9.831 -23.148 -3.974
H -11.147 -23.066 -2.720
H -9.827 -21.763 -1.205
H -9.901 -20.923 -2.736
H -7.641 -21.782 -1.506
C -5.262 -19.944 -2.076
C -5.518 -18.439 -1.741
O -4.927 -17.577 -2.642
H -5.932 -20.203 -2.872
H -5.332 -20.729 -1.285
H -4.284 -20.034 -2.502
H -5.084 -18.281 -0.734
H -6.568 -18.241 -1.577
H -4.076 -17.858 -2.915
C -4.433 -24.798 3.877
C -3.151 -25.278 3.183
O -2.427 -24.222 2.694
H -4.942 -25.601 4.427
H -5.127 -24.388 3.159
H -4.139 -23.992 4.602
H -3.444 -25.930 2.308
H -2.617 -25.859 3.869
H -1.607 -24.553 2.286
C -9.942 -23.226 1.653
O -10.219 -23.096 3.035
H -9.162 -24.002 1.452
H -9.540 -22.238 1.306
H -10.880 -23.559 1.223
H -11.097 -22.720 3.125
C -8.659 -19.402 -0.073
O -9.058 -19.320 1.339
H -7.764 -20.028 -0.215
H -8.474 -18.435 -0.494
H -9.545 -19.699 -0.662
H -8.561 -18.684 1.816
```

---

Entry 3:
The following is a DFT calculation (wB97M-V/def2-TZVPD) of a structure of composition C16H52AsF6O16.

Computed properties:
Molar mass in g/mol: 689.49
Kohn-Sham gap in eV: 10.01
E in eV: -127341.1750
Largest force on an atom in eV/Å: 3.8
Lowest unoccupied orbital energy in eV: 2.54
HOMO in eV: -7.46
Net charge: -1

Geometry as XYZ:
```
91
C16H52AsF6O16 wB97M-V/def2-TZVPD
As 1.346 0.919 -0.131
F -0.244 0.852 -0.632
F 1.042 1.401 1.510
F 3.022 0.973 0.290
F 1.867 0.382 -1.679
F 1.406 2.501 -0.765
F 1.242 -0.710 0.487
C -0.894 0.796 -4.236
C -2.309 1.206 -3.846
O -2.303 2.380 -2.953
O -0.093 2.037 -4.359
H -0.892 0.365 -5.231
H -0.461 0.120 -3.521
H -2.786 0.410 -3.379
H -2.742 1.501 -4.778
H -1.512 2.798 -3.161
H 0.674 1.744 -3.783
C -2.185 -1.250 3.212
C -1.920 -0.476 4.461
O -0.856 0.509 4.390
O -2.245 -0.412 2.024
H -3.106 -1.779 3.411
H -1.334 -1.931 3.190
H -1.776 -1.122 5.330
H -2.838 0.154 4.719
H -0.053 0.082 4.137
H -1.476 0.172 1.963
C -5.959 0.862 -0.431
C -4.917 1.230 -1.481
O -3.632 1.348 -0.801
O -6.193 1.803 0.519
H -5.683 -0.147 -0.029
H -6.946 0.758 -0.969
H -5.218 2.237 -1.807
H -4.878 0.461 -2.282
H -3.131 1.986 -1.369
H -5.423 1.871 1.219
C -3.431 2.524 3.069
C -2.496 3.080 2.043
O -3.201 3.663 0.925
O -4.238 1.414 2.558
H -4.176 3.213 3.478
H -2.908 2.140 3.937
H -1.793 2.319 1.779
H -2.056 3.937 2.536
H -3.660 2.938 0.484
H -3.622 0.679 2.329
C 4.391 2.398 -3.264
C 4.082 3.356 -4.411
O 2.998 4.272 -4.101
O 3.383 1.401 -3.321
H 4.475 2.827 -2.244
H 5.390 2.006 -3.567
H 3.730 2.783 -5.201
H 4.970 3.889 -4.678
H 2.483 3.748 -3.491
H 3.120 1.032 -2.498
C -0.734 -2.082 -1.993
C -1.672 -2.188 -0.796
O -2.859 -1.483 -1.017
O -1.356 -2.450 -3.236
H 0.125 -2.752 -1.769
H -0.208 -1.163 -2.171
H -1.208 -1.840 0.121
H -1.970 -3.175 -0.681
H -2.760 -0.512 -0.953
H -2.234 -2.060 -3.214
C 3.203 -3.846 3.997
O 4.244 -4.763 3.509
H 3.395 -3.673 5.021
H 3.246 -2.878 3.465
H 2.212 -4.214 3.866
H 4.438 -4.448 2.633
C 5.442 -2.033 1.365
O 4.533 -3.083 1.311
H 6.047 -2.043 2.326
H 6.067 -2.087 0.473
H 4.965 -1.053 1.392
H 4.009 -2.861 0.544
C 2.556 -3.721 -1.699
O 3.045 -2.483 -1.276
H 3.366 -4.437 -1.748
H 1.843 -4.111 -1.043
H 2.160 -3.689 -2.711
H 2.309 -1.790 -1.345
C 2.563 -0.302 3.518
O 1.302 -0.975 3.359
H 3.382 -0.845 2.982
H 2.569 0.760 3.190
H 2.854 -0.382 4.587
H 1.089 -0.990 2.395
```